Entry from OMol25: a structure of composition C50H45GeN2NiP2 in a non-equilibrium geometry (ωB97M-V/def2-TZVPD).

```
101
Properties=species:S:1:pos:R:3:lowdin_charge:R:1
Ni -0.090 -0.145 -0.116 0.24
C -0.410 -2.329 -2.552 -0.30
N 0.489 -1.648 -3.456 -0.18
C 1.116 -0.405 -3.080 -0.31
P -0.041 0.749 -2.178 1.04
C 0.744 2.363 -2.464 -0.35
C 2.117 2.511 -2.264 -0.10
C 2.714 3.749 -2.431 -0.07
C 1.944 4.852 -2.774 -0.07
C 0.575 4.715 -2.947 -0.06
C -0.028 3.477 -2.790 -0.08
C -1.488 0.777 -3.274 -0.38
C -1.343 0.824 -4.659 -0.07
C -2.467 0.848 -5.467 -0.06
C -3.736 0.837 -4.901 -0.06
C -3.885 0.791 -3.523 -0.07
C -2.761 0.755 -2.710 -0.10
C 0.873 -2.277 -4.648 -0.24
C -0.023 -3.105 -5.332 -0.03
C 0.357 -3.736 -6.505 -0.08
C 1.626 -3.548 -7.031 -0.09
C 2.513 -2.714 -6.368 -0.08
C 2.147 -2.086 -5.187 -0.03
P 0.135 -2.269 -0.763 1.04
C -0.578 -3.801 -0.097 -0.35
C -1.778 -4.322 -0.574 -0.09
C -2.254 -5.526 -0.077 -0.07
C -1.558 -6.199 0.915 -0.07
C -0.379 -5.666 1.416 -0.07
C 0.111 -4.473 0.913 -0.09
C 1.897 -2.698 -0.880 -0.38
C 2.811 -1.890 -0.204 -0.10
C 4.164 -2.192 -0.233 -0.06
C 4.603 -3.298 -0.945 -0.06
C 3.698 -4.092 -1.638 -0.06
C 2.344 -3.800 -1.604 -0.07
H -0.471 -3.376 -2.844 0.09
H -1.424 -1.906 -2.585 0.09
H 1.477 0.097 -3.978 0.10
H 1.981 -0.560 -2.421 0.08
H 2.718 1.656 -1.976 0.10
H 3.782 3.854 -2.293 0.11
H 2.412 5.820 -2.900 0.11
H -0.029 5.575 -3.207 0.11
H -1.096 3.372 -2.930 0.11
H -0.358 0.850 -5.108 0.12
H -2.353 0.880 -6.542 0.11
H -4.610 0.863 -5.538 0.11
H -4.875 0.783 -3.085 0.11
H -2.861 0.718 -1.630 0.08
H -1.033 -3.232 -4.963 0.11
H -0.357 -4.366 -7.020 0.11
H 1.921 -4.044 -7.945 0.10
H 3.508 -2.555 -6.763 0.11
H 2.869 -1.464 -4.672 0.11
H -2.327 -3.810 -1.355 0.10
H -3.174 -5.939 -0.471 0.11
H -1.936 -7.136 1.301 0.11
H 0.168 -6.190 2.189 0.11
H 1.052 -4.078 1.278 0.11
H 2.446 -1.028 0.349 0.08
H 4.871 -1.573 0.304 0.11
H 5.656 -3.545 -0.961 0.11
H 4.047 -4.948 -2.201 0.11
H 1.639 -4.427 -2.137 0.12
Ge -1.597 0.938 2.061 0.93
C -1.482 2.054 3.663 -0.30
C -0.779 1.679 4.805 -0.11
C -0.691 2.547 5.883 -0.08
C -1.303 3.792 5.828 -0.08
C -2.000 4.173 4.692 -0.08
C -2.088 3.308 3.611 -0.12
C -2.555 -0.771 2.151 -0.32
C -2.250 -1.741 3.102 -0.11
C -3.089 -2.827 3.287 -0.08
C -4.239 -2.956 2.521 -0.08
C -4.531 -2.017 1.544 -0.08
C -3.691 -0.929 1.360 -0.14
H -2.293 1.768 0.968 0.00
H -0.293 0.713 4.856 0.09
H -0.143 2.248 6.767 0.11
H -1.234 4.465 6.673 0.11
H -2.472 5.146 4.642 0.11
H -2.626 3.606 2.719 0.09
H -1.371 -1.630 3.729 0.10
H -2.862 -3.560 4.051 0.11
H -4.909 -3.789 2.688 0.11
H -5.427 -2.116 0.943 0.11
H -3.945 -0.169 0.627 0.08
N 0.147 0.755 1.427 -0.22
C 1.352 0.937 2.079 -0.40
C 2.141 2.065 1.805 -0.03
C 3.323 2.278 2.490 -0.08
C 3.760 1.369 3.445 -0.08
C 3.009 0.228 3.700 -0.08
C 1.818 0.014 3.033 -0.06
H 1.786 2.772 1.065 0.11
H 3.905 3.167 2.282 0.11
H 4.683 1.549 3.980 0.10
H 3.354 -0.492 4.431 0.11
H 1.222 -0.874 3.217 0.11
```

The charge is +1. Its HOMO energy (spin up / spin down) is -10.1 / -10.1 eV. The calculation puts the gap between HOMO and LUMO (spin up / spin down) at 0.296 / 0.228 Ha. As for the spin multiplicity: 3. For the energy above the lowest of the compared OMol25 structures with the same formula, charge and spin, the calculation gives 52.8 kJ/mol.